# 1
This record from the Open Molecules 2025 dataset describes a molecular structure, C19H12N3O4RuS5 in a non-equilibrium geometry. The level of theory is ωB97M-V/def2-TZVPD.

Structure (XYZ):
```
44
C19H12N3O4RuS5 ωB97M-V/def2-TZVPD
Ru 0.0801 1.2558 -0.5467
N 0.3024 0.5247 1.5590
C -0.9115 -0.1641 1.9479
C -1.0890 -0.6826 3.1989
C -2.2775 -1.3672 3.5295
C -3.2507 -1.5377 2.5873
C -3.0924 -1.0000 1.2899
C -4.0397 -1.2069 0.2546
C -3.7936 -0.7091 -0.9822
C -2.6341 0.0681 -1.1960
N -1.7699 0.3386 -0.2546
C -1.9399 -0.2515 0.9851
H 0.4087 1.3550 2.1241
H 1.1267 -0.0485 1.7137
H -0.2992 -0.5839 3.9340
H -2.3989 -1.7743 4.5239
H -4.1503 -2.0969 2.8147
H -4.9330 -1.7849 0.4599
H -4.4733 -0.8704 -1.8070
H -2.4414 0.5120 -2.1633
S -2.2574 7.9778 -1.8829
C -1.6823 6.4778 -1.5998
S -1.7910 5.1767 -2.7397
C -0.9697 3.9653 -1.7732
C -0.5590 4.3618 -0.5387
S 0.2898 3.3210 0.4957
S -0.8782 6.0295 -0.1247
S -0.7880 2.3952 -2.3579
O 2.0761 1.6094 -1.0595
C 2.9541 0.7501 -0.9514
C 2.7858 -0.6684 -0.8736
C 3.9503 -1.4331 -0.6865
C 3.8922 -2.7920 -0.6767
C 2.6661 -3.4607 -0.8815
C 1.5267 -2.7461 -1.0828
C 1.5183 -1.3132 -1.0764
O 0.4191 -0.6995 -1.2700
N 5.1120 -3.5670 -0.4613
O 6.1572 -2.9605 -0.3125
O 5.0183 -4.7806 -0.4921
H 3.9945 1.1049 -0.9472
H 4.9081 -0.9449 -0.5515
H 2.6565 -4.5414 -0.8775
H 0.5771 -3.2383 -1.2508
```

Summary:
Energy relative to the best compared isomer or geometry (same formula, charge and spin) ... 84.0 kJ/mol
⟨S²⟩ ... 0.76
LUMO level (alpha / beta) ... -0.96 / -1.80 eV
Multiplicity ... 2
HOMO-LUMO gap (alpha / beta) ... 6.20 / 5.74 eV
Net charge ... 0

=====

# 2
This record from the Open Molecules 2025 dataset describes 12 unconnected molecules or ions with the total composition C36H96O12 in a non-equilibrium geometry. The level of theory is ωB97M-V/def2-TZVPD.

Structure (XYZ):
```
144
C36H96O12 ωB97M-V/def2-TZVPD
C 8.0866 -4.8699 10.2121
C 9.3651 -4.6092 9.3955
C 9.0199 -3.9090 8.1145
O 10.1760 -3.8094 10.1966
H 7.7886 -3.8911 10.5880
H 8.2245 -5.4049 11.1518
H 7.3019 -5.3677 9.6425
H 9.9568 -5.4827 9.1217
H 8.4598 -3.0021 8.3423
H 8.4325 -4.6362 7.5540
H 9.9373 -3.6585 7.5818
H 10.7391 -4.3414 10.7636
C 2.2937 -16.1768 -2.1525
C 3.2890 -15.0872 -2.5383
C 2.9348 -13.6242 -2.3480
O 4.4620 -15.2128 -1.7066
H 1.8470 -16.5940 -3.0549
H 1.6076 -15.7013 -1.4516
H 2.7465 -17.0777 -1.7385
H 3.5141 -15.3428 -3.5737
H 3.7587 -12.9357 -2.5357
H 2.7427 -13.3832 -1.3025
H 2.0298 -13.3529 -2.8915
H 5.0939 -14.5326 -1.9509
C 0.1174 -11.5443 4.3681
C 1.2209 -11.4053 5.3709
C 2.3889 -10.7003 4.8675
O 0.6818 -10.7440 6.4598
H 0.4450 -11.9629 3.4165
H -0.3886 -10.6346 4.0446
H -0.6226 -12.1420 4.9004
H 1.4655 -12.4146 5.7017
H 2.2394 -9.6376 4.6769
H 2.6720 -10.8773 3.8298
H 3.3478 -10.7558 5.3827
H -0.1154 -11.2564 6.6135
C 5.4081 0.2028 0.6536
C 5.5418 1.2774 1.7298
C 5.9891 0.6532 3.0154
O 6.4649 2.2571 1.2669
H 6.3206 -0.2068 0.2205
H 4.8864 0.6145 -0.2103
H 4.8820 -0.5982 1.1728
H 4.5794 1.7872 1.7725
H 5.1803 0.0310 3.3988
H 6.3144 1.3920 3.7478
H 6.8264 0.0270 2.7074
H 6.1303 2.6600 0.4624
C 6.8021 -11.6606 -6.1562
C 7.4495 -12.8262 -5.4614
C 8.9047 -13.3078 -6.0713
O 7.5639 -12.5967 -4.0407
H 7.6302 -10.9531 -6.1151
H 5.9489 -11.3618 -5.5472
H 6.5876 -11.7883 -7.2173
H 6.7958 -13.6862 -5.6070
H 9.7899 -12.7384 -5.7882
H 8.7878 -13.3108 -7.1550
H 9.0938 -14.3005 -5.6628
H 8.2106 -11.9010 -3.9014
C 9.2357 -3.3933 -6.0772
C 10.3218 -2.9466 -5.0489
C 10.1634 -1.4632 -4.6056
O 9.9821 -3.7168 -3.8969
H 9.4269 -4.4424 -6.3032
H 9.3726 -2.8443 -7.0089
H 8.2233 -3.4422 -5.6763
H 11.2991 -3.1049 -5.5048
H 9.2950 -1.2815 -3.9723
H 10.1416 -0.7818 -5.4560
H 11.0689 -1.1456 -4.0888
H 10.5666 -3.3307 -3.2406
C 3.0668 -4.3147 6.7187
C 2.0521 -5.2250 7.3544
C 0.7918 -5.2923 6.5345
O 2.6197 -6.4414 7.5899
H 2.7263 -3.2890 6.5764
H 3.3601 -4.7618 5.7689
H 3.9339 -4.2852 7.3784
H 1.8399 -4.9966 8.3989
H 0.1625 -6.0675 6.9716
H 1.0215 -5.4721 5.4842
H 0.2445 -4.3497 6.5409
H 1.9784 -7.0888 7.2878
C 13.3127 -8.9392 -2.2750
C 12.0417 -9.0730 -3.1436
C 12.3956 -8.6550 -4.6036
O 11.6269 -10.4273 -2.9272
H 13.1439 -9.0960 -1.2096
H 13.8166 -7.9805 -2.3978
H 14.1114 -9.6646 -2.4296
H 11.2794 -8.5582 -2.5588
H 12.3633 -7.5889 -4.8283
H 11.7018 -9.2445 -5.2030
H 13.3707 -9.0551 -4.8814
H 12.2984 -11.0384 -2.6155
C -1.4515 -8.0960 -2.5776
C -1.7326 -8.0738 -1.0563
C -0.5468 -7.7838 -0.2069
O -2.5664 -6.9977 -0.9976
H -0.9331 -8.9922 -2.9184
H -0.9248 -7.2075 -2.9256
H -2.3630 -8.0573 -3.1741
H -2.2742 -8.9676 -0.7466
H -0.0464 -6.8701 -0.5278
H 0.0962 -8.6626 -0.2551
H -0.9246 -7.6959 0.8117
H -2.1408 -6.1824 -1.2728
C 6.5853 -5.2899 1.2705
C 6.7450 -6.1322 -0.0374
C 5.7663 -7.3504 0.0405
O 6.4885 -5.3632 -1.1589
H 5.6044 -4.8146 1.2683
H 7.4043 -4.5706 1.2716
H 6.6053 -5.9212 2.1588
H 7.7111 -6.6351 -0.0825
H 5.9112 -8.0708 -0.7646
H 4.7089 -7.0913 0.0937
H 6.0278 -7.9258 0.9285
H 7.2990 -5.1601 -1.6316
C 2.7351 -6.5889 -5.1403
C 2.7315 -5.0846 -4.8439
C 1.8114 -4.2376 -5.6982
O 2.4006 -4.9002 -3.5395
H 1.8256 -6.7570 -5.7170
H 2.6672 -7.2552 -4.2804
H 3.6117 -6.8293 -5.7418
H 3.7200 -4.7527 -5.1616
H 0.7787 -4.5862 -5.7090
H 2.2214 -4.2036 -6.7076
H 1.8659 -3.1957 -5.3827
H 3.1338 -5.1372 -2.9669
C 11.8317 -4.3943 1.8300
C 11.7063 -2.9554 1.1630
C 12.2092 -1.8419 2.1249
O 12.5650 -2.9701 0.0095
H 11.6055 -5.1583 1.0862
H 11.1112 -4.6243 2.6150
H 12.8070 -4.5021 2.3047
H 10.6752 -2.6472 0.9894
H 13.1740 -2.2231 2.4596
H 11.5642 -1.7347 2.9970
H 12.2692 -0.9345 1.5240
H 13.3380 -3.5264 0.1301
```

Summary:
Energy relative to the best compared isomer or geometry (same formula, charge and spin) ... 666.0 kJ/mol
SMILES ... CC(C)O.CC(C)O.CC(C)O.CC(C)O.CC(C)O.CC(C)O.CC(C)O.CC(C)O.CC(C)O.CC(C)O.CC(C)O.CC(C)O
LUMO level ... 0.13 eV
HOMO-LUMO gap ... 9.90 eV
Net charge ... 0

=====

# 3
This record from the Open Molecules 2025 dataset describes a molecular structure, C10H16N3O6OsP2S2. The level of theory is ωB97M-V/def2-TZVPD.

Structure (XYZ):
```
40
C10H16N3O6OsP2S2 ωB97M-V/def2-TZVPD
Os -0.6100 0.7017 0.0737
N 0.1899 -3.8583 0.2790
C 1.2549 -2.8251 0.6121
C 2.5540 -3.5921 0.8772
P 1.3871 -1.8219 -0.9346
O 2.6866 -0.9666 -0.8972
O 1.0696 -2.6782 -2.0707
O 0.2093 -0.7507 -0.6644
P 0.8469 -1.9975 2.3107
O 1.9781 -0.8549 2.1779
O -0.5619 -1.0955 2.0556
O -0.3049 0.3336 1.8321
H 0.3426 -4.1719 -0.6951
H -0.7653 -3.4960 0.3339
H 0.2523 -4.6686 0.9056
H 2.8775 -4.1482 -0.0061
H 2.4309 -4.2997 1.7020
H 3.3513 -2.9004 1.1446
H 3.3851 -1.1783 -1.5394
H 2.5586 -0.7817 2.9510
C 1.9675 2.6967 1.3669
C 0.8150 3.3164 0.6680
N -0.1904 2.6429 0.1007
C -1.1150 3.4881 -0.5312
C -0.8153 4.7953 -0.4100
S 0.6418 4.9875 0.4781
C -2.2138 2.7736 -1.1573
C -3.2801 3.1471 -1.8888
S -4.1927 1.7626 -2.3530
C -3.1453 0.7240 -1.5577
N -2.1264 1.3872 -0.9741
C -3.3032 -0.7479 -1.4836
H 1.8894 1.6118 1.3671
H 2.0117 3.0496 2.3989
H 2.8984 2.9853 0.8761
H -1.3623 5.6496 -0.7777
H -3.5806 4.1391 -2.1892
H -4.2023 -1.0713 -2.0035
H -3.3895 -1.0509 -0.4357
H -2.4394 -1.2362 -1.9419
```

Summary:
LUMO level ... -11.82 eV
HOMO-LUMO gap ... 6.55 eV
Net charge ... +3